The following is a quantum chemistry calculation of C6H10O as an isolated structure, from the Open Molecules 2025 dataset.

The value obtained for the max |F| is 0.4 eV/Å. The LUMO energy is 1.061 eV. The value obtained for the frontier orbital gap is 10.0 eV. As for the total charge: 0. The calculation puts the molecular weight at 98.1 u. The HOMO energy comes out at -9.0 eV. Its energy above the lowest of the compared OMol25 structures with the same formula, charge and spin is 1.755 eV.

CARTESIAN COORDINATES (ANGSTROEM)
1 C -2.076 -0.339 0.344
2 C -0.664 -0.053 0.849
3 O -0.042 -1.328 1.181
4 C 0.986 -1.068 0.240
5 C 0.510 -0.802 -1.161
6 C 0.486 0.290 -0.125
7 C 1.303 1.553 -0.176
8 H -2.411 0.337 -0.448
9 H -2.078 -1.361 -0.045
10 H -2.800 -0.318 1.165
11 H -0.665 0.615 1.721
12 H 1.986 -1.422 0.475
13 H 1.309 -0.713 -1.893
14 H -0.420 -1.204 -1.557
15 H 0.817 2.386 -0.696
16 H 1.574 1.886 0.834
17 H 2.244 1.345 -0.700



The following is a quantum chemistry calculation of an isolated molecule of C6H10O at a distorted geometry, from the Open Molecules 2025 dataset.

The value obtained for the max |F| is 1.8 eV/Å. The LUMO energy is 1.031 eV. The value obtained for the frontier orbital gap is 9.1 eV. As for the total charge: 0. The calculation puts the molecular weight at 98.1 u. The HOMO energy comes out at -8.1 eV. As for the structure (SMILES): C[C@H]1C[C@H]1CC=O. Its energy above the lowest of the compared OMol25 structures with the same formula, charge and spin is 3.313 eV.

CARTESIAN COORDINATES (ANGSTROEM)
1 C 0.641 -1.911 0.294
2 C -0.178 -1.135 -0.724
3 C -1.385 -0.484 -0.175
4 C -0.068 0.348 -0.892
5 C 0.790 1.115 0.090
6 C 0.235 2.489 0.356
7 O -0.892 2.824 0.071
8 H 0.160 -2.882 0.455
9 H 0.687 -1.414 1.268
10 H 1.663 -2.092 -0.048
11 H -0.331 -1.702 -1.639
12 H -2.306 -0.626 -0.748
13 H -1.510 -0.379 0.892
14 H -1.162 0.777 -0.858
15 H 1.815 1.228 -0.301
16 H 0.925 0.650 1.082
17 H 0.915 3.193 0.879